Entry from the OMol25 dataset: a cluster of 3 separate species, C23H43F4N8O6P2S in total (ωB97M-V with the def2-TZVPD basis set).

Summary:
electronic energy = -3271.729631 Ha
orbital gap = 4.63 eV
energy relative to the best compared isomer or geometry (same formula, charge and spin) = 0.00 kJ/mol
HOMO = -9.766 eV

The geometry in ORCA input format:
```
! RIJCOSX wB97M-V def2-TZVPD def2/J DEFGRID3
* xyz 1 1
S 5.345 -1.738 1.434
P 1.389 0.747 1.646
P -3.751 4.802 -0.916
F 0.168 -6.311 -2.412
F -0.114 -5.463 -0.362
F 1.577 -8.320 -1.481
F 1.086 -7.781 0.614
O 3.970 -8.276 2.052
O 8.446 -7.014 0.711
O 2.896 0.812 1.658
O -2.315 5.045 -0.527
O 7.752 -5.770 -0.944
O 3.609 -9.186 0.068
N -3.611 5.165 -2.607
N -0.235 0.227 2.030
N -5.347 4.099 -1.067
N -4.415 6.153 -0.075
N 5.859 -3.787 -0.354
N 1.080 2.287 2.326
N 1.134 0.786 -0.071
N 3.698 -4.394 -1.028
C -5.317 2.745 -1.677
C -6.052 3.913 0.230
C 3.822 -6.824 0.096
C 0.165 3.252 1.738
C -3.544 6.829 0.881
C 2.216 2.997 2.909
C 2.629 -6.426 -0.552
C -0.467 -1.205 1.713
C 7.540 -6.445 0.200
C 3.803 -8.222 0.718
C 4.835 -4.733 -0.404
C 6.181 -6.477 0.928
C 4.948 -5.995 0.185
C -4.673 5.638 -3.475
C -0.590 0.363 3.469
C 1.389 -7.313 -0.616
C 0.114 -6.579 -1.093
C 1.742 -0.320 -0.799
C -5.292 7.135 -0.687
C -2.705 4.284 -3.342
C -0.068 1.243 -0.750
C 2.617 -5.179 -1.126
C 5.601 -2.836 0.412
H 6.968 -5.733 -1.503
H -5.024 2.786 -2.725
H 2.822 2.334 3.521
H -6.268 4.858 0.715
H -4.633 2.071 -1.153
H 0.136 1.346 -1.818
H -4.244 5.972 -4.423
H -1.748 4.199 -2.824
H -1.598 -0.018 3.633
H -5.476 3.296 0.925
H 3.653 -3.469 -1.446
H -0.723 -7.261 -0.919
H 4.237 -7.401 2.365
H -2.815 7.482 0.387
H -5.430 4.877 -3.714
H 1.751 -4.794 -1.641
H -2.492 4.684 -4.334
H -5.746 7.767 0.081
H -5.183 6.506 -3.075
H -0.810 2.815 1.526
H 6.306 -5.835 1.806
H 2.789 -0.440 -0.506
H -4.142 7.437 1.564
H 2.855 3.452 2.145
H -4.750 7.791 -1.378
H 1.233 -1.284 -0.625
H -6.312 2.302 -1.661
H -1.453 -1.514 2.057
H 0.277 -1.858 2.180
H 1.733 -0.130 -1.874
H -0.035 4.067 2.437
H -7.016 3.432 0.055
H -6.129 6.666 -1.206
H 0.575 3.697 0.825
H -0.925 0.562 -0.649
H 1.859 3.788 3.572
H -0.602 1.399 3.788
H -3.103 3.267 -3.471
H -0.456 -1.382 0.638
H 0.100 -0.186 4.115
H 6.080 -7.492 1.293
H -0.381 2.230 -0.427
H -3.007 6.113 1.498
*
```



Entry from the OMol25 dataset: a structure of composition C23H43N2O2P3Rh (ωB97M-V with the def2-TZVPD basis set).

Summary:
electronic energy = -2295.721537 Ha
orbital gap (alpha / beta) = 7.24 / 4.84 eV
energy relative to the best compared isomer or geometry (same formula, charge and spin) = 61.71 kJ/mol
HOMO (alpha / beta) = -16.021 / -16.300 eV

The geometry in ORCA input format:
```
! RIJCOSX wB97M-V def2-TZVPD def2/J DEFGRID3
* xyz 3 5
Rh -0.008 -0.830 0.621
P 1.809 2.973 -1.238
P 1.612 -1.270 1.949
P -0.585 -2.760 0.028
O 0.172 1.411 5.285
O -0.940 1.090 -2.347
N -1.305 0.368 1.664
N -1.837 2.112 6.114
C -1.094 -0.131 -2.996
C -2.322 -0.415 -3.619
C 0.079 2.099 -4.226
C 2.521 0.128 2.716
C 1.047 3.286 0.362
C -2.323 -1.331 -4.666
C -1.698 1.379 3.803
C 1.103 -2.217 3.431
C 3.186 1.825 -1.066
C 0.618 -3.625 -1.028
C 0.066 -0.878 -3.250
C -3.084 1.330 3.569
C -1.022 -3.911 1.378
C -1.045 2.164 -3.309
C -3.536 0.878 2.325
C -2.132 -2.686 -0.925
C 2.352 4.509 -2.005
C -1.028 1.654 5.112
C -0.839 1.005 2.755
C 0.042 -1.766 -4.323
C -2.619 0.398 1.375
C 2.972 -2.245 1.212
C -1.150 -2.006 -5.005
H 3.046 4.294 -2.828
H 1.657 -1.856 4.305
H -3.207 0.168 -3.356
H 2.915 0.998 -0.397
H 0.035 -2.066 3.621
H -1.165 -2.745 -5.805
H -2.713 -1.813 -0.606
H 1.106 -4.427 -0.458
H -0.018 3.042 0.271
H 2.844 5.126 -1.244
H 1.115 2.156 -3.901
H -1.965 2.046 -3.913
H 0.772 2.442 -2.040
H -1.098 3.097 -2.729
H -3.790 1.626 4.342
H 1.476 5.035 -2.407
H 0.243 1.154 2.802
H 2.690 -3.299 1.114
H -0.159 2.076 -5.285
H 4.059 2.359 -0.664
H 1.986 0.501 3.599
H 0.966 -2.266 -4.617
H 1.169 4.346 0.619
H -3.244 -1.492 -5.227
H 3.868 -2.174 1.840
H 0.979 -0.637 -2.704
H 3.213 -1.849 0.219
H -1.445 -3.348 2.219
H 3.518 -0.207 3.033
H 2.642 0.946 1.996
H -1.781 -4.609 1.002
H 0.096 -4.047 -1.895
H -2.915 0.013 0.396
H 1.302 -3.285 3.291
H -4.593 0.847 2.084
H -1.902 -2.584 -1.991
H -0.137 -4.465 1.715
H -2.780 2.429 5.955
H -2.713 -3.596 -0.737
H 1.376 -2.917 -1.386
H -1.396 2.386 6.977
H 3.444 1.407 -2.047
H 1.490 2.649 1.139
*
```



Entry from the OMol25 dataset: a structure of composition C23H43N2OP3PrS (ωB97M-V with the def2-TZVPD basis set).

Summary:
electronic energy = -3025.249253 Ha
orbital gap (alpha / beta) = 6.50 / 6.92 eV
energy relative to the best compared isomer or geometry (same formula, charge and spin) = 4.75 kJ/mol
HOMO (alpha / beta) = -16.431 / -16.430 eV

The geometry in ORCA input format:
```
! RIJCOSX wB97M-V def2-TZVPD def2/J DEFGRID3
* xyz 3 3
Pr 0.638 -0.385 -0.607
S 1.047 1.012 -3.110
P -1.366 0.925 1.931
P 1.963 1.918 1.217
P -1.502 2.915 -1.715
O 0.628 -6.616 2.911
N 1.277 -5.573 4.843
N 0.894 -1.838 1.377
C 1.456 -3.085 3.369
C 0.490 -2.183 -6.138
C -1.003 -0.785 -3.438
C 1.443 -1.909 2.626
C -0.992 0.291 3.627
C -0.909 4.151 -0.583
C -2.980 0.072 1.735
C -2.085 2.511 2.571
C -1.495 -2.087 -3.507
C 3.468 1.296 2.093
C 0.374 -0.556 -3.143
C 1.451 3.087 2.553
C -0.663 -3.194 -3.318
C 1.569 -1.485 -5.787
C 1.165 -1.705 -2.695
C 2.793 3.168 0.148
C -3.180 2.540 -1.184
C 0.820 -4.235 2.871
C 0.870 -5.582 3.526
C -1.586 3.618 -3.360
C 0.197 -2.921 0.935
C 0.192 -4.131 1.629
C 0.645 -3.007 -2.842
H -2.493 4.226 -3.395
H 3.182 0.885 3.075
H 4.126 2.168 2.236
H 1.224 -6.455 5.336
H 2.370 3.582 2.889
H 3.974 0.534 1.480
H -1.627 2.833 -4.128
H -0.278 -5.010 1.190
H -3.811 3.203 -1.778
H -0.353 -2.821 -0.013
H -0.712 4.261 -3.511
H 1.330 -3.837 -2.673
H -0.917 1.628 -2.018
H -0.065 0.742 4.004
H 3.050 2.714 -0.819
H -3.465 0.401 0.805
H -2.724 2.988 1.819
H 3.701 3.495 0.673
H 0.758 3.836 2.154
H -2.695 2.245 3.448
H -2.820 -1.015 1.697
H 1.715 -0.462 -6.165
H -0.248 -1.753 -6.823
H 1.884 -0.980 2.988
H 2.135 4.032 0.004
H -1.244 3.948 0.442
H 0.174 4.289 -0.636
H -2.518 -2.334 -3.800
H 2.239 -1.590 -2.529
H -1.613 0.031 -3.817
H 2.424 -1.958 -5.258
H 1.012 2.544 3.396
H -1.009 -4.200 -3.583
H 1.996 -3.100 4.320
H -3.483 1.497 -1.349
H 1.172 -4.733 5.398
H -3.614 0.327 2.600
H -1.834 0.563 4.281
H -1.288 3.204 2.869
H -0.873 -0.798 3.610
H -3.308 2.796 -0.127
H -1.403 5.068 -0.955
H 0.310 -3.223 -5.873
*
```